This record from the Open Molecules 2025 dataset describes 2 unconnected molecules or ions with the total composition C9H14 in a non-equilibrium geometry. The level of theory is ωB97M-V/def2-TZVPD.

Computed properties:
SMILES: Cc1ccccc1.CC
ΔE to the lowest compared entry with this formula, charge and spin (kJ/mol): 60.9
Electronic energy (Ha): -351.3070
Kohn-Sham gap (eV): 9.957

Each line ends with the Mulliken charge.
Geometry (Å):
C1 -0.941282 0.517338 1.821466  -0.459
C2 -1.079333 1.585937 2.913724  -0.978
H1 0.052604 0.522654 1.381277  0.074
H2 -1.088653 -0.549746 2.009167  0.330
H3 -1.590974 0.770005 0.970964  0.182
H4 -0.812919 1.065872 3.847291  0.268
H5 -2.064616 2.020961 2.964483  0.299
H6 -0.338376 2.364020 2.715595  0.280
C3 -1.425315 -1.562545 -1.339682  -1.436
C4 -0.109026 -0.880100 -1.251957  1.038
C5 0.277585 0.047078 -2.236350  -0.640
C6 0.822615 -1.191873 -0.235525  -0.617
C7 1.545086 0.626806 -2.164742  -0.338
C8 2.005410 -0.488173 -0.104965  -0.279
C9 2.407337 0.352905 -1.118222  -0.586
H7 -2.193456 -0.941171 -0.865372  0.243
H8 -1.633034 -2.583574 -1.014333  0.372
H9 -0.420209 0.328207 -3.008311  0.382
H10 0.439648 -1.901523 0.487387  0.353
H11 1.790237 1.323341 -2.961713  0.346
H12 2.638513 -0.622374 0.766012  0.397
H13 3.402202 0.777893 -1.165912  0.372
H14 -1.684043 -1.581939 -2.410282  0.398

Cartesian forces, eV/Å:
C -0.059 0.418 -1.476
C 0.911 -1.432 0.191
H 0.138 0.290 0.188
H -0.454 0.276 0.749
H 0.046 -0.146 0.116
H -0.231 0.720 0.077
H -0.281 0.028 0.163
H -0.218 0.046 0.188
C -1.459 0.430 -1.184
C 1.763 -0.505 0.049
C 0.215 -0.350 1.183
C -1.542 0.521 -0.436
C -0.860 0.097 -0.593
C 0.321 -0.720 0.235
C 0.205 0.473 -0.646
H 0.007 -0.039 0.018
H 0.911 0.058 0.437
H -0.029 -0.013 -0.243
H 0.499 -0.027 0.285
H 0.335 -0.079 0.182
H 0.021 -0.209 -0.130
H -0.054 0.135 0.386
H -0.186 0.029 0.260